# C23H28N6O6

A cluster of 2 separate species, C23H28N6O6 in total (ωB97M-V with the def2-TZVPD basis set, the Open Molecules 2025 dataset).

The SMILES is CNC(=O)[C@H](Cc1c[nH]c2ccccc12)NC(C)=O.NCCNc1ccc([N+](=O)[O-])cc1C(=O)O. Its strongest force on any atom is 3.0 eV Å⁻¹. The value obtained for the energy relative to the best compared isomer or geometry (same formula, charge and spin) is 7.04 kcal per mole. The multiplicity is 1. Its HOMO-LUMO gap is 7.71 eV. The calculation puts the molecular weight at 484.51 g mol⁻¹.

Geometry (Å):
C: 0.1252 4.1798 -5.0880
N: -0.2260 3.0596 -4.2171
C: 0.0539 1.7762 -4.4744
O: 0.6529 1.4304 -5.4908
C: -0.4328 0.7283 -3.4508
C: -0.3105 -0.7108 -3.9730
C: -0.7352 -1.7631 -2.9960
C: -1.8606 -2.5083 -3.0742
N: -1.9270 -3.3611 -1.9904
C: -0.8313 -3.2203 -1.1679
C: -0.4352 -3.8636 0.0107
C: 0.7851 -3.5034 0.6024
C: 1.5744 -2.4877 0.0309
C: 1.1580 -1.8379 -1.1459
C: -0.0496 -2.1968 -1.7821
N: -1.8089 0.9458 -2.9698
C: -2.1731 1.8379 -2.0525
C: -3.6277 1.8398 -1.6472
O: -1.3926 2.6323 -1.5473
H: 1.1678 4.4592 -4.9274
H: -0.5151 5.0366 -4.8744
H: -0.0023 3.8907 -6.1334
H: -0.6757 3.2593 -3.3301
H: 0.2346 0.8183 -2.5927
H: -0.9038 -0.8111 -4.8837
H: 0.7312 -0.9010 -4.2360
H: -2.5903 -2.4454 -3.8728
H: -2.6713 -4.0296 -1.8507
H: -1.0476 -4.6396 0.4449
H: 1.1148 -4.0145 1.4949
H: 2.5142 -2.2099 0.4870
H: 1.7803 -1.0722 -1.5858
H: -2.5161 0.3188 -3.3150
H: -3.7624 2.5175 -0.8052
H: -4.2325 2.1796 -2.4851
H: -3.9307 0.8351 -1.3569
N: -2.6396 -0.3594 0.9125
C: -2.2858 -0.4308 2.3415
C: -0.8179 -0.0528 2.5050
N: -0.3081 -0.3349 3.8545
C: 0.9257 0.2409 4.0976
C: 0.9514 1.5612 4.5296
C: 2.1611 2.2260 4.7127
C: 3.3771 1.5797 4.4351
N: 4.6055 2.2554 4.5881
O: 4.6431 3.2210 5.3582
O: 5.5765 1.8553 3.9350
C: 3.3360 0.2388 4.0084
C: 2.1222 -0.4571 3.8575
C: 2.1588 -1.8750 3.4598
O: 1.1575 -2.5655 3.5786
O: 3.3297 -2.3801 3.0172
H: -2.1168 -1.0564 0.3757
H: -2.4647 0.5776 0.5445
H: -2.4501 -1.4485 2.7128
H: -2.9117 0.2493 2.9305
H: -0.2223 -0.6179 1.7785
H: -0.7041 1.0113 2.2685
H: -0.2403 -1.3491 4.0149
H: 0.0145 2.0750 4.7156
H: 2.1463 3.2607 5.0476
H: 4.2749 -0.2764 3.8131
H: 3.1470 -3.3169 2.8531

Forces on atoms 1 to 3 (eV/Å):
C 0.2 -0.5 0.0
N -0.6 0.6 0.7
C 0.2 -0.4 -1.3


# C6H10O

A cluster of 2 separate species, C6H10O in total (ωB97M-V with the def2-TZVPD basis set, the Open Molecules 2025 dataset).

Its strongest force on any atom is 2.6 eV Å⁻¹. The value obtained for the energy relative to the best compared isomer or geometry (same formula, charge and spin) is 117.08 kcal per mole. The multiplicity is 1. Its HOMO-LUMO gap is 7.77 eV. The calculation puts the molecular weight at 98.14 g mol⁻¹.

Geometry (Å):
O: 1.9599 -1.1175 0.8869
C: 1.2884 -0.5540 -0.2260
C: -0.0948 -1.2489 -0.3894
C: -1.1223 -0.4361 0.3772
C: -1.3358 0.8922 -0.3091
C: 0.0165 1.5783 -0.3247
C: 1.2293 0.9554 -0.0595
H: 2.5133 -0.4035 1.2386
H: 1.8570 -0.7534 -1.1498
H: -0.0484 -2.2865 -0.0510
H: -0.3073 -1.2448 -1.4696
H: -0.5476 -0.1178 1.3740
H: -1.9980 -0.9471 0.7739
H: -1.6271 0.8000 -1.3674
H: -2.0971 1.5040 0.1887
H: -0.0059 2.6373 -0.6309
H: 0.3200 0.7423 1.1380

Forces on atoms 1 to 3 (eV/Å):
O 0.1 0.0 0.2
C -0.4 -0.3 -0.1
C 0.2 0.0 0.1


# C5H9NS2

An isolated molecule of C5H9NS2 (ωB97M-V with the def2-TZVPD basis set, the Open Molecules 2025 dataset).

The SMILES is C=CCN(C)C(=S)S. Its strongest force on any atom is 3.3 eV Å⁻¹. The value obtained for the energy relative to the best compared isomer or geometry (same formula, charge and spin) is 45.19 kcal per mole. The multiplicity is 1. Its HOMO-LUMO gap is 8.89 eV. The calculation puts the molecular weight at 147.27 g mol⁻¹.

Geometry (Å):
C: 1.8500 -2.0147 0.5520
C: 1.2050 -0.8312 0.5724
C: 0.7270 -0.0248 -0.6285
N: -0.5415 0.6631 -0.4394
C: -0.4216 2.0870 -0.4179
C: -1.7057 0.1007 0.0329
S: -3.1562 0.8341 0.3685
S: -1.5346 -1.6008 0.5423
H: 2.0940 -2.5714 -0.2907
H: 2.2988 -2.3523 1.4695
H: 0.9923 -0.3346 1.6178
H: 1.5009 0.7822 -0.8498
H: 0.6315 -0.5513 -1.6450
H: -1.3132 2.5385 -0.0092
H: 0.6056 2.3850 0.0674
H: -0.3568 2.5441 -1.4820
H: -2.8755 -1.6536 0.5394

Forces on atoms 1 to 3 (eV/Å):
C -0.4 2.5 1.4
C 0.1 -0.1 1.2
C 0.6 -0.4 -1.6


# C48H132N12O12

A cluster of 12 separate species, C48H132N12O12 in total (ωB97M-V with the def2-TZVPD basis set, the Open Molecules 2025 dataset).

The SMILES is COC[C@H](C)N.COC[C@H](C)N.COC[C@H](C)N.COC[C@H](C)N.COC[C@H](C)N.COC[C@H](C)N.COC[C@H](C)N.COC[C@H](C)N.COC[C@H](C)N.COC[C@H](C)N.COC[C@H](C)N.COC[C@H](C)N. Its strongest force on any atom is 4.0 eV Å⁻¹. The value obtained for the energy relative to the best compared isomer or geometry (same formula, charge and spin) is 124.75 kcal per mole. The multiplicity is 1. Its HOMO-LUMO gap is 9.26 eV. The calculation puts the molecular weight at 1069.66 g mol⁻¹.

Geometry (Å):
C: -8.3196 -1.8918 -0.5443
O: -7.4231 -0.7608 -0.4625
C: -7.3876 -0.1266 0.7674
C: -6.4791 1.1195 0.7287
C: -5.0197 0.7093 0.9128
N: -6.9140 2.1078 1.7407
H: -9.2821 -1.5085 -0.2057
H: -8.1177 -2.7667 0.0737
H: -8.4589 -2.2140 -1.5762
H: -8.4090 0.1263 1.0520
H: -7.1379 -0.8821 1.5123
H: -6.5535 1.4638 -0.3029
H: -4.4323 1.6162 1.0560
H: -4.6511 0.1453 0.0560
H: -4.9336 0.0153 1.7489
H: -7.8789 2.3328 1.5446
H: -6.9381 1.6611 2.6462
C: -1.7165 -1.5331 -0.6968
O: -2.1410 -0.2028 -0.4441
C: -1.6089 0.5022 0.6783
C: -0.0390 0.5771 0.7291
C: 0.4359 1.0497 2.0535
N: 0.4291 1.5620 -0.2209
H: -0.8519 -1.5798 -1.3589
H: -2.4263 -2.0158 -1.3685
H: -1.6241 -2.0891 0.2362
H: -1.9374 1.5373 0.5853
H: -2.0401 0.0039 1.5466
H: 0.3686 -0.4215 0.5715
H: -0.1628 1.9423 2.2351
H: 1.4752 1.3484 2.1910
H: 0.2452 0.3265 2.8464
H: 0.0445 1.4559 -1.1488
H: 0.1541 2.4694 0.1269
C: -1.7196 -2.7653 -4.5640
O: -0.4606 -3.0161 -5.2250
C: 0.5534 -3.5315 -4.5168
C: 1.8403 -3.6471 -5.3516
C: 1.7726 -4.6533 -6.5526
N: 2.9965 -4.0340 -4.5782
H: -1.5901 -2.2227 -3.6276
H: -2.2500 -3.6975 -4.3696
H: -2.3461 -2.1276 -5.1876
H: 0.7865 -2.9554 -3.6213
H: 0.2317 -4.5463 -4.2827
H: 1.9023 -2.6221 -5.7171
H: 1.7308 -5.7041 -6.2657
H: 2.6298 -4.4517 -7.1949
H: 0.9551 -4.4753 -7.2513
H: 2.9963 -3.5923 -3.6698
H: 2.6569 -4.9290 -4.2561
C: 2.8820 1.7468 5.3275
O: 4.0217 1.3604 6.0326
C: 3.6361 0.9127 7.3494
C: 4.8323 0.3348 8.2331
C: 4.3932 0.0806 9.7614
N: 5.9569 1.2721 8.2861
H: 2.1973 0.9280 5.1063
H: 3.1581 2.1177 4.3404
H: 2.2888 2.5284 5.8021
H: 3.2840 1.8146 7.8501
H: 2.9404 0.0777 7.2669
H: 5.2723 -0.5541 7.7809
H: 5.2137 0.0521 10.4784
H: 3.7348 -0.7864 9.8153
H: 3.9003 0.9818 10.1261
H: 6.2384 1.5436 7.3549
H: 6.7088 0.8890 8.8412
C: -1.3430 4.3535 -2.2986
O: -0.8155 5.5331 -1.7107
C: -0.2136 6.3608 -2.6960
C: 0.8038 7.2872 -2.0643
C: 0.0093 8.3836 -1.3821
N: 1.6019 7.9827 -3.0512
H: -1.8666 4.5956 -3.2235
H: -1.9166 3.6732 -1.6690
H: -0.5162 3.7770 -2.7137
H: 0.2469 5.6933 -3.4244
H: -0.9776 6.9119 -3.2444
H: 1.4913 6.7293 -1.4285
H: -0.7674 7.9492 -0.7527
H: -0.4824 9.0464 -2.0941
H: 0.6320 9.0610 -0.7977
H: 1.9963 7.3096 -3.6927
H: 1.0469 8.5370 -3.6875
C: -1.7069 -2.7209 3.3596
O: -1.4179 -3.9582 3.9758
C: -1.9580 -5.0982 3.3003
C: -1.3579 -6.4030 3.8079
C: 0.0873 -6.5932 3.4321
N: -2.0717 -7.4949 3.1016
H: -2.7845 -2.5726 3.2896
H: -1.3620 -2.6989 2.3259
H: -1.1993 -1.9741 3.9701
H: -3.0390 -5.0899 3.4392
H: -1.7391 -4.9632 2.2411
H: -1.5656 -6.4409 4.8773
H: 0.4710 -7.5807 3.6885
H: 0.6293 -5.7599 3.8793
H: 0.2752 -6.4700 2.3656
H: -3.0653 -7.3888 3.2486
H: -1.9650 -7.4443 2.0985
C: -1.6142 1.1425 -3.2155
O: -0.2253 1.0811 -2.8914
C: 0.6424 0.2162 -3.6408
C: 2.1606 0.6876 -3.4499
C: 3.1799 0.0001 -4.3724
N: 2.6261 0.2694 -2.1345
H: -2.1350 0.3559 -3.7615
H: -1.7169 1.9724 -3.9147
H: -2.2485 1.3807 -2.3617
H: 0.5388 -0.8418 -3.3998
H: 0.2960 0.2695 -4.6729
H: 2.2857 1.7491 -3.6636
H: 2.7227 0.0995 -5.3569
H: 3.3120 -1.0685 -4.2029
H: 4.0870 0.5965 -4.4702
H: 1.9605 0.6258 -1.4635
H: 3.4332 0.8459 -1.9438
C: 2.8234 4.2032 -2.2826
O: 4.0005 3.4559 -2.4046
C: 4.9184 3.6390 -1.3057
C: 6.2997 2.8846 -1.6277
C: 6.1202 1.3606 -1.8000
N: 7.2051 3.0356 -0.5137
H: 2.1801 3.8034 -1.4987
H: 2.2000 4.1288 -3.1737
H: 3.0702 5.2635 -2.2289
H: 5.1065 4.6851 -1.0640
H: 4.4180 3.1506 -0.4695
H: 6.6959 3.1993 -2.5931
H: 6.9971 0.7364 -1.9712
H: 5.4682 1.0472 -2.6153
H: 5.6110 1.0147 -0.9005
H: 7.3323 3.9868 -0.1989
H: 6.7042 2.6713 0.2842
C: -5.1808 -3.6370 -0.5857
O: -3.9155 -4.1794 -1.0535
C: -3.6296 -5.4747 -0.4639
C: -2.1579 -6.0291 -0.6867
C: -1.9277 -6.4225 -2.0974
N: -1.8073 -7.1267 0.1733
H: -6.0454 -4.3008 -0.5777
H: -5.4218 -2.6935 -1.0755
H: -4.9732 -3.2833 0.4242
H: -3.9111 -5.2530 0.5655
H: -4.4123 -6.1798 -0.7437
H: -1.4393 -5.2355 -0.4817
H: -2.7375 -7.0563 -2.4587
H: -1.0205 -6.9529 -2.3868
H: -1.9695 -5.5033 -2.6818
H: -2.3536 -7.8946 -0.1900
H: -0.8852 -7.4475 -0.0855
C: 4.3145 0.9089 1.6462
O: 5.6908 1.0877 1.5563
C: 6.1569 2.0557 2.4679
C: 6.7276 1.4270 3.7767
C: 6.8915 2.4556 4.9226
N: 7.9476 0.6872 3.4642
H: 4.1270 0.4330 2.6087
H: 4.0045 0.3139 0.7871
H: 3.8419 1.8884 1.5727
H: 6.9178 2.6987 2.0255
H: 5.3937 2.8054 2.6764
H: 6.0017 0.6931 4.1264
H: 5.9257 2.8391 5.2513
H: 7.5758 3.2581 4.6471
H: 7.3334 1.9034 5.7521
H: 7.7119 0.1728 2.6276
H: 8.6025 1.3839 3.1388
C: -4.9343 -1.5272 -3.6754
O: -5.0143 -2.5819 -4.6433
C: -5.4714 -3.8651 -4.2396
C: -6.9440 -3.9514 -3.7953
C: -7.4470 -5.3808 -3.4956
N: -7.8023 -3.3518 -4.7920
H: -3.9828 -1.6669 -3.1624
H: -5.8560 -1.4236 -3.1029
H: -4.7742 -0.5662 -4.1642
H: -5.3088 -4.3990 -5.1758
H: -4.8171 -4.3499 -3.5151
H: -7.0832 -3.4272 -2.8498
H: -7.3489 -5.9753 -4.4039
H: -8.5155 -5.3228 -3.2878
H: -6.8617 -5.9275 -2.7563
H: -7.3454 -2.4549 -4.8765
H: -7.6387 -3.7105 -5.7219
C: -1.2939 5.3130 1.4083
O: -0.1693 5.0383 2.2035
C: 1.0534 4.9392 1.4890
C: 2.2131 4.4260 2.3090
C: 2.2399 5.0458 3.7137
N: 3.4481 4.6784 1.6491
H: -1.3511 4.5230 0.6595
H: -1.1779 6.2395 0.8459
H: -2.2660 5.2800 1.9004
H: 0.8272 4.3853 0.5779
H: 1.2205 5.9739 1.1900
H: 1.9780 3.3622 2.3425
H: 3.0851 4.6666 4.2882
H: 1.3301 4.7791 4.2516
H: 2.1695 6.1331 3.6831
H: 3.8526 5.5841 1.8390
H: 3.3822 4.5847 0.6456

Forces on atoms 1 to 3 (eV/Å):
C -0.6 1.4 0.2
O 0.3 -1.7 -1.8
C -0.6 -0.3 0.5


# C3H11OP3

An isolated molecule of C3H11OP3 (ωB97M-V with the def2-TZVPD basis set, the Open Molecules 2025 dataset).

The SMILES is CCCO[PH2]=P#[PH2]. Its strongest force on any atom is 3.3 eV Å⁻¹. The value obtained for the energy relative to the best compared isomer or geometry (same formula, charge and spin) is 62.39 kcal per mole. The multiplicity is 1. Its HOMO-LUMO gap is 7.55 eV. The calculation puts the molecular weight at 156.04 g mol⁻¹.

Geometry (Å):
C: 2.6316 0.7950 -0.2322
C: 1.2053 0.4683 -0.5133
C: 0.9678 -0.8935 0.0220
O: -0.3967 -1.1780 -0.0024
P: -1.6955 -0.3102 -0.4484
P: -3.4802 -0.8664 0.4540
P: -4.2712 1.4593 0.3051
H: 2.9859 0.0127 0.3500
H: 3.3122 1.0146 -1.0638
H: 2.6656 1.6263 0.3790
H: 0.9905 0.4816 -1.5393
H: 0.4998 1.1568 -0.0430
H: 1.5803 -1.6676 -0.4674
H: 1.2458 -0.8581 1.0912
H: -0.9385 0.8605 -0.1985
H: -1.6181 -0.1644 -1.7871
H: -5.3929 1.6437 1.1056
H: -4.7712 1.1061 -0.9860

Forces on atoms 1 to 3 (eV/Å):
C 0.4 0.7 -1.4
C 0.4 0.2 0.2
C 0.0 0.5 1.0


| no. | E_LUMO (eV) |
| --- | --- |
| 1 | -0.651 |
| 2 | 0.158 |
| 3 | 0.597 |
| 4 | 0.415 |
| 5 | 0.087 |